No. 1
A cluster of 2 separate species, C5H12O in total, computed with ωB97M-V with the def2-TZVPD basis set.

Bonds (Å) are listed after each position.
Element x y z (Å)
1 C 0.802 1.539 0.133  C2 1.333, H5 1.087, H6 1.090
2 C 0.870 0.660 -0.867  C1 1.333, C3 1.504, H7 1.093
3 C -0.302 0.191 -1.683  C2 1.504, C4 1.530, H8 1.098, H9 1.098
4 C -0.291 -1.314 -1.962  C3 1.530, H10 1.097, H11 1.095, H12 1.096
5 H 1.685 1.856 0.683  C1 1.087
6 H -0.149 1.964 0.455  C1 1.090
7 H 1.844 0.249 -1.144  C2 1.093
8 H -1.235 0.479 -1.180  C3 1.098
9 H -0.283 0.728 -2.640  C3 1.098
10 H 0.640 -1.613 -2.459  C4 1.097
11 H -1.122 -1.594 -2.617  C4 1.095
12 H -0.379 -1.893 -1.035  C4 1.096
13 C -0.609 -0.167 2.618  O14 1.409, H15 1.095, H16 1.102, H17 1.104
14 O 0.652 -0.618 2.178  C13 1.409, H18 0.967
15 H -1.022 -0.922 3.295  C13 1.095
16 H -1.317 -0.032 1.784  C13 1.102
17 H -0.550 0.788 3.168  C13 1.104
18 H 0.766 -0.300 1.273  O14 0.967

Summary:
* SMILES: C=CCC.CO
* LUMO energy: 1.056 eV
* ΔE to the lowest compared entry with this formula, charge and spin: 31.2 kcal per mole
* Kohn-Sham gap: 10.9 eV

=====

No. 2
A cluster of 3 separate species, C5H12O in total, computed with ωB97M-V with the def2-TZVPD basis set.

Bonds (Å) are listed after each position.
Element x y z (Å)
1 C -1.817 -0.757 0.451  C2 1.511, H5 1.092, H6 1.093, H7 1.095
2 C -1.084 0.433 -0.123  C1 1.511, C3 1.517, O4 1.213
3 C -0.580 1.512 0.817  C2 1.517, H8 1.094, H9 1.095, H10 1.094
4 O -1.087 0.608 -1.323  C2 1.213
5 H -1.435 -1.112 1.411  C1 1.092
6 H -1.831 -1.567 -0.283  C1 1.093
7 H -2.847 -0.414 0.595  C1 1.095
8 H -0.432 1.174 1.846  C3 1.094
9 H -1.354 2.287 0.817  C3 1.095
10 H 0.341 1.965 0.439  C3 1.094
11 H 1.325 0.489 -2.174  H12 0.744
12 H 0.607 0.677 -2.127  H11 0.744
13 C 2.135 -0.705 -0.550  C14 1.326, H15 1.086, H16 1.087
14 C 1.258 -1.035 0.389  C13 1.326, H17 1.086, H18 1.086
15 H 2.239 -1.290 -1.459  C13 1.086
16 H 2.762 0.179 -0.473  C13 1.087
17 H 1.155 -0.450 1.298  C14 1.086
18 H 0.608 -1.898 0.280  C14 1.086

Summary:
* SMILES: CC(C)=O.[H][H].C=C
* LUMO energy: 0.948 eV
* ΔE to the lowest compared entry with this formula, charge and spin: 58.4 kcal per mole
* Kohn-Sham gap: 10.6 eV